C78H186N11O14 | wB97M-V/def2-TZVPD

Structure (XYZ):
```
289
Properties=species:S:1:pos:R:3:forces:R:3
C -6.779 3.645 -5.723 -0.30 0.24 2.24
N -6.931 3.611 -4.109 0.46 0.26 -0.19
C -7.011 5.062 -3.550 0.29 -1.34 -1.55
C -8.250 2.942 -3.678 0.91 0.14 -0.85
C -5.714 2.927 -3.403 -1.62 -0.65 -1.69
C -5.620 1.413 -3.733 -0.45 0.63 -0.31
O -4.324 1.033 -3.377 0.40 0.29 -0.24
H -6.865 2.634 -6.120 -0.18 0.19 0.19
H -5.814 4.081 -5.981 -0.04 -0.01 0.23
H -7.582 4.310 -6.042 0.03 -0.28 -0.20
H -6.042 5.530 -3.719 -0.06 0.02 0.18
H -7.273 4.995 -2.493 -0.12 0.18 -0.25
H -7.748 5.529 -4.202 -0.13 0.35 0.61
H -9.092 3.573 -3.962 0.18 0.30 0.39
H -8.120 2.789 -2.607 -0.57 -0.11 -0.13
H -8.418 2.024 -4.242 0.39 -0.18 0.29
H -5.828 3.077 -2.329 0.09 0.20 -0.12
H -4.821 3.404 -3.806 -0.08 0.12 0.21
H -5.769 1.178 -4.787 0.21 0.53 -0.36
H -6.426 0.823 -3.295 0.23 0.00 0.75
H -4.349 0.522 -2.565 -0.16 -0.94 1.06
C -1.381 4.595 -2.701 -0.27 -1.35 -1.88
N -1.371 4.304 -4.231 0.61 1.08 1.58
C -2.375 5.240 -4.866 -0.13 -0.58 -0.29
C 0.008 4.678 -4.685 0.44 -0.62 -1.94
C -1.621 2.764 -4.453 1.86 0.91 -0.10
C -2.163 2.439 -5.802 -1.43 0.98 -0.74
O -1.347 2.819 -6.945 -0.80 -0.82 1.95
H -2.427 4.428 -2.446 0.19 0.17 0.71
H -1.014 5.604 -2.513 -0.21 -0.12 -0.13
H -0.689 3.828 -2.353 -0.10 0.11 0.64
H -2.246 5.230 -5.949 -0.21 -0.28 0.04
H -2.294 6.284 -4.562 0.65 -0.20 0.40
H -3.362 4.916 -4.539 -0.03 -0.11 -0.31
H 0.022 4.473 -5.756 -0.07 0.32 -0.18
H 0.804 4.019 -4.339 -0.38 0.03 0.87
H 0.265 5.728 -4.544 -0.42 -0.08 0.31
H -2.183 2.347 -3.617 -0.49 0.36 -0.24
H -0.629 2.315 -4.407 0.28 0.24 0.43
H -3.112 2.972 -5.861 -0.21 0.31 -0.48
H -2.546 1.419 -5.763 0.68 -0.40 -0.32
H -1.211 2.005 -7.435 0.25 0.08 -0.45
C 5.201 -4.485 -3.223 0.42 -1.76 -0.37
N 5.653 -5.970 -3.314 -2.04 -0.91 -0.03
C 4.409 -6.877 -3.385 0.43 1.17 -0.37
C 6.494 -6.147 -4.532 -0.09 0.51 0.33
C 6.475 -6.262 -2.053 -0.33 1.70 -1.37
C 7.168 -7.567 -1.941 0.65 0.32 0.84
O 6.266 -8.563 -1.643 -1.10 -1.19 -0.36
H 4.497 -4.401 -2.396 0.41 0.09 0.22
H 4.689 -4.229 -4.151 0.18 -0.08 -0.04
H 6.141 -3.942 -3.121 -0.48 0.33 0.19
H 3.886 -6.540 -4.280 -0.10 -0.25 -0.04
H 3.789 -6.653 -2.517 0.22 -0.17 0.02
H 4.674 -7.931 -3.464 0.19 0.25 0.17
H 6.006 -5.714 -5.405 -0.05 0.05 0.16
H 6.680 -7.201 -4.742 0.24 0.17 0.29
H 7.365 -5.558 -4.246 0.48 -0.40 -0.82
H 5.778 -6.013 -1.253 0.40 -0.14 0.33
H 7.207 -5.478 -2.244 0.43 -0.03 1.15
H 7.780 -7.503 -1.041 0.67 0.71 -0.17
H 7.824 -7.791 -2.783 -0.02 0.03 -0.21
H 6.812 -9.309 -1.383 -0.35 -0.57 0.11
C -3.982 1.694 2.109 0.28 0.85 -0.40
N -5.224 2.600 1.856 1.02 -1.34 -0.05
C -5.877 2.287 0.522 0.30 -0.05 0.63
C -6.181 2.159 2.914 -1.78 1.11 0.19
C -4.979 4.132 2.013 0.83 -1.15 -0.71
C -4.047 4.699 0.932 -0.85 1.54 -0.02
O -4.647 4.955 -0.363 0.45 -1.65 -0.36
H -3.437 2.026 2.992 -0.48 0.13 0.39
H -3.226 1.711 1.323 -0.47 0.46 -0.48
H -4.289 0.652 2.203 -0.41 0.25 0.08
H -5.189 2.408 -0.315 0.14 0.04 0.34
H -6.701 2.995 0.435 -0.10 -0.24 -0.12
H -6.211 1.251 0.589 -0.07 0.11 -0.27
H -7.052 2.776 2.693 -0.12 0.36 0.77
H -5.808 2.303 3.928 0.16 0.28 -0.25
H -6.644 1.175 2.846 1.00 -0.43 -0.57
H -4.543 4.229 3.008 0.07 0.27 0.03
H -5.930 4.659 1.940 -0.18 -0.38 0.25
H -3.127 4.125 0.821 -0.22 -0.13 -0.37
H -3.764 5.708 1.231 0.32 -0.25 0.80
H -5.340 5.620 -0.368 0.09 0.27 0.66
C 5.602 1.815 -0.865 0.57 -0.96 0.33
N 5.192 0.459 -0.304 -0.67 0.65 -0.01
C 4.304 0.690 0.924 0.53 -0.74 -0.72
C 4.401 -0.251 -1.395 0.63 0.17 1.34
C 6.416 -0.350 0.157 0.55 0.78 -2.00
C 7.384 -0.739 -1.031 0.93 -1.10 1.80
O 6.962 -1.897 -1.672 -2.27 -0.98 -1.32
H 6.242 2.245 -0.095 -0.34 0.54 -0.13
H 4.716 2.367 -1.177 0.01 0.17 0.27
H 6.219 1.651 -1.748 -0.09 -0.04 0.07
H 3.456 1.325 0.667 0.33 0.24 -0.09
H 4.940 1.090 1.714 -0.19 0.20 -0.10
H 3.914 -0.279 1.235 0.07 -0.17 0.04
H 4.997 -0.151 -2.302 -0.31 -0.40 0.00
H 3.436 0.249 -1.467 0.11 0.09 -0.18
H 4.287 -1.265 -1.012 -0.09 -0.15 -0.51
H 6.045 -1.200 0.729 0.18 -0.16 -0.25
H 6.976 0.338 0.789 -0.05 -0.15 0.18
H 8.278 -1.169 -0.579 0.49 1.32 0.94
H 7.720 0.033 -1.724 -0.50 0.44 0.20
H 7.626 -2.229 -2.280 0.30 0.26 0.08
C 0.238 -4.628 0.714 0.74 -0.25 0.05
N 0.278 -6.153 0.430 0.25 1.11 -0.18
C -0.870 -6.779 1.209 1.22 1.30 -0.91
C 0.094 -6.353 -1.101 1.09 -0.62 1.97
C 1.603 -6.766 1.053 0.92 -0.03 -1.47
C 2.855 -6.753 0.049 -1.20 0.67 0.82
O 3.066 -5.461 -0.475 -0.89 -0.67 -1.02
H 0.971 -4.110 0.095 0.39 -0.56 0.32
H 0.455 -4.441 1.765 0.41 -0.25 -0.13
H -0.691 -4.086 0.537 -0.68 -1.04 -0.37
H -0.909 -7.842 0.971 -0.18 0.15 0.36
H -1.732 -6.196 0.884 -0.31 -0.52 0.32
H -0.539 -6.501 2.210 -0.82 -0.69 0.34
H 0.005 -7.436 -1.187 -0.45 0.13 -0.51
H 1.040 -6.057 -1.556 -0.32 0.30 -0.13
H -0.770 -5.766 -1.411 0.08 -0.29 -0.01
H 1.442 -7.811 1.318 -0.51 -0.01 -0.20
H 1.769 -6.241 1.994 0.10 0.31 -0.28
H 2.632 -7.475 -0.736 0.08 0.11 -0.17
H 3.803 -7.033 0.508 -0.42 -0.60 0.63
H 3.498 -4.999 0.247 0.99 1.20 0.68
C -5.975 -4.544 -6.419 0.46 0.24 -0.31
C -5.031 -3.832 -5.414 0.29 -2.11 -0.05
C -3.755 -3.331 -6.089 -2.50 1.18 -0.29
N -2.833 -2.561 -5.171 1.22 -0.78 -1.10
C -3.432 -1.287 -4.627 -0.48 -0.51 -0.88
C -1.586 -2.314 -6.056 -1.44 2.00 1.05
C -0.720 -3.504 -5.951 0.84 -2.23 0.82
C -1.158 -4.230 -4.636 1.00 0.04 0.76
C -2.237 -3.399 -4.049 -1.65 0.52 -0.11
H -6.063 -3.909 -7.301 -0.81 0.30 0.14
H -6.914 -4.809 -5.934 -0.11 0.48 -0.25
H -5.652 -5.473 -6.889 0.70 -0.17 0.56
H -4.729 -4.573 -4.674 -0.12 -0.15 0.23
H -5.627 -3.110 -4.855 0.36 0.49 -0.28
H -4.114 -2.650 -6.861 0.08 0.95 0.23
H -3.307 -4.010 -6.814 0.81 -0.78 1.12
H -4.226 -1.537 -3.923 0.25 -0.01 0.02
H -3.846 -0.739 -5.473 -0.14 -0.10 -0.03
H -2.708 -0.617 -4.163 0.29 -0.63 0.07
H -1.178 -1.458 -5.517 0.70 0.06 -0.27
H -1.946 -1.937 -7.013 0.23 -0.41 -0.14
H 0.329 -3.217 -5.871 -0.07 0.05 -0.23
H -0.792 -4.298 -6.694 -0.13 0.69 -0.62
H -0.415 -4.206 -3.839 0.66 0.02 -0.32
H -1.378 -5.297 -4.679 -0.37 0.17 -0.78
H -1.843 -2.652 -3.360 -0.25 -0.20 0.22
H -3.042 -3.981 -3.601 0.11 0.41 0.32
C -2.924 -4.993 3.355 1.75 0.37 0.96
C -1.729 -4.314 4.093 -0.87 0.09 1.66
C -1.599 -4.834 5.561 1.15 0.14 -1.17
N -0.509 -4.109 6.399 -1.50 -0.19 0.40
C -0.375 -5.020 7.637 1.20 0.52 -1.13
C -1.046 -2.748 6.918 0.87 0.25 -0.68
C -0.217 -1.661 6.218 -0.28 0.74 0.62
C 0.797 -2.283 5.293 -1.03 -1.60 -1.43
C 0.783 -3.827 5.632 0.81 1.23 0.95
H -2.786 -6.074 3.378 -0.28 -0.05 0.02
H -2.861 -4.662 2.319 -0.75 0.09 0.07
H -3.798 -4.701 3.938 -0.36 -0.18 -0.74
H -1.962 -3.258 4.228 0.16 0.34 -0.58
H -0.767 -4.433 3.595 -0.14 0.03 -0.11
H -1.274 -5.870 5.460 -0.01 -0.08 0.44
H -2.498 -4.792 6.175 -0.08 0.05 -0.34
H -1.302 -4.999 8.211 0.14 -0.05 -0.18
H 0.472 -4.611 8.187 -0.22 -0.21 0.31
H -0.125 -6.001 7.234 -0.10 -0.05 0.48
H -0.880 -2.629 7.989 -0.16 -0.67 -0.04
H -2.111 -2.674 6.702 0.14 -0.18 0.04
H 0.341 -1.088 6.958 -0.33 0.09 0.16
H -0.906 -0.973 5.729 0.29 0.19 -0.14
H 1.763 -1.780 5.249 0.14 -0.48 0.59
H 0.455 -2.210 4.261 -0.15 0.06 -0.18
H 1.615 -3.992 6.317 -0.15 -0.39 0.12
H 0.927 -4.470 4.764 -0.31 -0.03 0.25
C 1.750 -2.668 -2.491 0.38 -0.96 -0.56
C 0.899 -1.463 -2.133 0.25 0.62 -0.68
C 0.140 -1.657 -0.867 -0.79 0.98 1.61
N -0.532 -0.333 -0.346 -0.51 -0.69 0.02
C -1.285 0.324 -1.521 0.16 1.12 0.65
C 0.449 0.642 0.322 0.54 -1.25 0.72
C 0.605 0.048 1.782 -0.42 0.26 -1.05
C -0.839 -0.284 2.197 0.43 1.42 -0.23
C -1.512 -0.605 0.900 -0.99 -1.33 -2.16
H 2.825 -2.502 -2.431 -0.06 0.32 0.29
H 1.615 -3.019 -3.514 -0.27 0.22 -0.15
H 1.577 -3.557 -1.883 -0.15 0.09 0.25
H 0.171 -1.188 -2.897 0.10 -0.51 -0.37
H 1.539 -0.581 -2.129 -0.05 0.17 0.40
H 0.749 -2.042 -0.049 0.22 0.22 0.04
H -0.703 -2.337 -0.981 -0.12 0.01 -0.21
H -1.531 1.288 -1.077 -0.39 0.11 -0.37
H -2.182 -0.134 -1.938 -0.17 -0.87 1.18
H -0.705 0.530 -2.420 0.94 0.01 0.69
H 0.040 1.651 0.274 -0.16 -0.14 0.08
H 1.385 0.626 -0.236 -0.16 0.13 -0.08
H 1.020 0.734 2.521 0.26 0.09 -0.30
H 1.218 -0.848 1.693 0.21 -0.04 0.26
H -1.251 0.641 2.600 -0.06 0.03 0.27
H -0.933 -1.026 2.990 0.04 -0.17 -0.35
H -2.431 -0.106 0.593 0.14 0.63 0.40
H -1.885 -1.629 0.866 0.58 -0.36 -0.39
C -1.896 7.905 0.762 0.24 0.28 -0.17
C -0.421 7.610 1.054 1.38 0.11 -0.39
C 0.515 7.670 -0.248 -0.24 -1.51 0.04
N 1.664 6.565 -0.354 -1.15 -0.79 2.21
C 2.482 6.681 -1.612 -0.83 -0.50 0.36
C 1.041 5.087 -0.194 0.40 0.25 -0.72
C 1.934 4.360 0.820 -0.03 0.87 -0.98
C 2.334 5.442 1.803 -0.53 0.87 -0.21
C 2.586 6.686 0.884 -0.16 -0.67 0.60
H -2.250 7.418 -0.147 0.10 -0.09 -0.19
H -2.043 8.978 0.642 -0.11 -0.05 -0.07
H -2.561 7.574 1.560 0.28 0.09 0.22
H -0.308 6.664 1.583 -0.04 -0.34 -0.40
H -0.026 8.306 1.795 -0.12 0.31 -0.14
H 1.016 8.607 -0.491 -0.09 0.09 0.50
H -0.132 7.442 -1.095 0.07 -0.03 -0.18
H 1.758 6.525 -2.412 0.40 0.24 -0.28
H 3.198 5.859 -1.600 -0.05 0.02 -0.18
H 2.997 7.640 -1.660 -0.25 -0.01 0.03
H 1.046 4.577 -1.157 0.67 0.22 -0.23
H -0.020 5.067 0.057 0.08 0.88 0.56
H 2.810 4.088 0.231 0.15 -0.55 0.16
H 1.431 3.494 1.250 0.13 0.06 -0.01
H 3.202 5.182 2.408 0.13 0.17 -0.20
H 1.519 5.653 2.496 -0.03 0.00 0.02
H 3.635 6.644 0.592 -0.19 0.30 -0.43
H 2.362 7.639 1.364 0.19 -0.12 -0.01
C 1.929 0.638 9.176 0.11 0.86 -0.55
C 2.774 1.137 7.958 -0.61 1.17 0.78
C 2.276 2.541 7.445 0.49 -1.08 -1.05
N 3.139 3.172 6.344 1.80 0.88 0.17
C 3.311 2.220 5.121 -0.28 1.98 1.59
C 4.594 3.627 6.856 -1.78 0.08 -0.33
C 4.306 4.892 7.702 -0.33 -0.84 -0.35
C 3.222 5.643 6.873 0.42 -0.48 0.11
C 2.578 4.588 5.945 0.19 -1.07 -0.18
H 0.938 0.362 8.815 -0.05 -0.18 0.24
H 1.797 1.436 9.907 -0.04 0.09 -0.04
H 2.409 -0.169 9.729 -0.02 -0.14 -0.39
H 2.661 0.393 7.169 0.50 0.07 -0.12
H 3.793 1.274 8.319 0.19 -0.41 -0.33
H 2.208 3.270 8.252 -0.29 -0.12 -0.15
H 1.377 2.408 6.842 -0.72 0.11 0.83
H 3.953 1.390 5.418 -0.24 0.04 -0.10
H 3.803 2.888 4.414 0.02 -0.50 -0.33
H 2.305 1.951 4.800 0.10 -0.23 -0.06
H 5.094 3.940 5.940 0.19 -0.25 0.00
H 5.048 2.729 7.277 0.15 0.42 0.24
H 5.202 5.494 7.854 -0.03 -0.13 -0.09
H 3.925 4.624 8.687 0.07 0.01 -0.01
H 3.718 6.385 6.247 -0.13 0.05 0.04
H 2.522 6.171 7.521 -0.07 -0.20 -0.14
H 2.921 4.723 4.919 0.14 0.03 0.02
H 1.491 4.548 5.878 -0.02 -0.08 0.47
C 2.743 1.547 -4.287 0.30 -0.92 0.27
C 2.414 2.359 -3.034 1.51 1.98 -1.66
O 1.349 2.125 -2.476 -3.25 -1.71 1.37
O 3.124 3.323 -2.709 1.33 0.38 0.28
H 2.698 0.515 -3.941 -0.23 -0.40 -0.29
H 3.717 1.641 -4.767 0.01 0.60 0.34
H 1.987 1.674 -5.062 -0.16 0.05 0.11
C -0.821 3.711 3.199 1.85 -0.53 -0.48
C -1.269 3.200 4.574 -3.93 0.09 0.54
O -0.878 2.079 4.961 1.58 -0.51 -0.37
O -2.230 3.832 5.103 1.29 0.07 -0.90
H -0.293 4.662 3.269 -0.35 0.25 -0.03
H -1.501 3.706 2.348 -0.83 0.40 0.49
H -0.083 2.994 2.837 0.55 -0.17 0.03
C -4.856 -2.332 0.605 0.44 0.93 0.42
C -4.356 -1.852 -0.768 -0.40 -0.87 2.55
O -4.630 -0.682 -1.056 -0.46 2.54 -1.36
O -3.562 -2.604 -1.307 1.64 -1.15 -1.95
H -3.932 -2.591 1.123 0.00 -0.68 0.11
H -5.582 -3.143 0.669 0.11 0.17 -0.19
H -5.152 -1.434 1.146 -0.80 -0.16 0.08
C 4.479 -2.869 3.347 0.91 -0.29 -0.35
C 4.047 -3.397 1.985 1.03 -0.53 1.67
O 2.962 -2.979 1.564 -1.96 0.84 -1.39
O 4.786 -4.268 1.491 -0.30 -0.42 -1.15
H 5.323 -3.485 3.659 -0.29 -0.06 0.46
H 3.630 -2.894 4.030 0.24 0.24 0.12
H 4.919 -1.879 3.225 -0.38 0.38 0.20
```
Positions in Å, forces in eV/Å.

Results
charge	+7
electronic energy	-128879.369	eV
HOMO level	-0.6849	hartree

Here are the Löwdin charges for atoms 1 to 99, given in e: 0.0884, -0.3041, 0.0342, 0.0329, -0.0758, -0.2215, -0.1022, 0.0982, 0.0927, 0.1106, 0.0980, 0.1044, 0.1131, 0.1207, 0.1065, 0.1120, 0.1032, 0.0985, 0.1163, 0.1340, 0.0317, 0.0317, -0.2883, 0.0203, 0.0117, -0.0754, -0.2193, -0.0099, 0.0939, 0.0935, 0.0771, 0.1211, 0.1215, 0.0776, 0.1075, 0.0947, 0.1182, 0.1089, 0.1190, 0.1017, 0.1147, 0.1008, 0.0365, -0.3435, 0.0421, 0.0208, -0.0854, -0.2525, -0.0301, 0.0836, 0.1058, 0.0859, 0.1045, 0.0691, 0.1134, 0.1154, 0.1242, 0.1147, 0.1379, 0.1282, 0.1486, 0.1380, 0.1186, 0.0290, -0.3044, 0.0119, -0.0054, -0.0333, -0.1878, -0.0996, 0.1019, 0.0729, 0.1017, 0.0816, 0.1105, 0.1073, 0.1136, 0.1317, 0.1205, 0.1445, 0.1459, 0.1006, 0.1080, 0.0952, 0.0342, -0.3350, 0.0229, 0.0276, -0.0332, -0.2039, -0.0817, 0.1153, 0.0818, 0.1055, 0.0859, 0.1092, 0.0880, 0.1159, 0.0753